# 1
A molecular structure, C18H26Br2N4RhS3 in a non-equilibrium geometry. Source: OMol25; level of theory: ωB97M-V with the def2-TZVPD basis set.

Each line ends with the Löwdin charge.
Cartesian coordinates (Å):
Rh  -0.1868  0.3008  0.6215  0.8620
N  -0.2773  2.0773  2.1822  0.0216
C  -0.6688  1.5859  3.5031  -0.2030
C  -1.8595  0.6608  3.3082  -0.2058
N  -1.4218  -0.4710  2.4723  -0.0126
H  0.5956  2.5948  2.2395  0.1163
H  -0.9920  2.7140  1.8312  0.1162
H  -0.9307  2.4065  4.1789  0.1488
H  0.1743  1.0342  3.9285  0.1338
H  -2.6582  1.1904  2.7793  0.1331
H  -2.2384  0.3214  4.2769  0.1457
H  -2.2290  -1.0491  2.2519  0.1004
H  -0.7702  -1.0409  3.0162  0.1098
Br  6.2352  2.6323  -0.5474  0.9028
C  4.4816  2.0024  -0.1900  -0.6120
C  4.2620  0.9928  0.7477  -0.0420
C  2.9629  0.5629  0.9499  -0.1240
N  1.9244  1.0585  0.2889  -0.0117
C  2.1112  2.0505  -0.6043  -0.1920
C  3.3863  2.5459  -0.8627  -0.0094
C  0.8897  2.5689  -1.2512  -0.1860
C  0.8875  3.6236  -2.1598  -0.0093
C  -0.3236  4.0674  -2.6935  -0.6115
Br  -0.3564  5.4803  -3.9589  0.9034
C  -1.5058  3.4536  -2.2774  -0.0432
C  -1.4145  2.4086  -1.3767  -0.1302
N  -0.2602  1.9680  -0.8911  -0.0076
H  5.0781  0.5570  1.3025  0.1290
H  2.7562  -0.2116  1.6790  0.1064
H  3.5552  3.3398  -1.5735  0.1193
H  1.7991  4.1139  -2.4647  0.1195
H  -2.4661  3.7798  -2.6443  0.1289
H  -2.3125  1.9099  -1.0308  0.1037
C  -0.5661  -4.4656  0.5750  -0.4920
C  0.8261  -3.9126  0.3221  -0.4321
S  1.0104  -2.0807  0.2109  0.9187
C  0.9590  -1.7088  -1.5784  -0.4779
C  -0.4032  -1.7774  -2.2444  -0.4648
S  -1.7053  -0.9393  -1.2695  0.9224
C  -3.0532  -2.1728  -1.4101  -0.4441
C  -2.9616  -3.3970  -0.5067  -0.4880
S  -1.6180  -4.5678  -0.9165  0.9355
H  -1.0931  -3.8955  1.3379  0.0678
H  -0.4651  -5.4994  0.9178  0.0940
H  1.2734  -4.3324  -0.5773  0.1014
H  1.4538  -4.1885  1.1712  0.0928
H  1.6648  -2.3743  -2.0755  0.1094
H  1.3499  -0.6897  -1.6351  0.0563
H  -0.7289  -2.8046  -2.4232  0.0349
H  -0.3517  -1.2547  -3.2033  0.1044
H  -3.0916  -2.4529  -2.4639  0.1074
H  -3.9682  -1.6337  -1.1598  0.0935
H  -3.8896  -3.9591  -0.6461  0.0943
H  -2.8694  -3.1227  0.5435  0.0654

Atoms 1-6, force components in eV/Å:
-0.045 1.632 1.005
0.187 -0.754 -1.470
-0.497 -0.593 0.379
0.242 0.708 0.265
0.644 -0.269 -0.929
0.055 0.016 -0.182

As for the relative energy (zero: lowest compared OMol25 entry of this formula, charge and spin): 41.29 kcal/mol. As for the total charge: +3. The calculation puts the HOMO energy (spin up / spin down) at -0.6162 / -0.6159 Eh. The value obtained for the HOMO-LUMO gap (spin up / spin down) is 5.40 / 4.54 eV.

# 2
A molecular structure, C18H26BrCl2ErFO4 in a non-equilibrium geometry. Source: OMol25; level of theory: ωB97M-V with the def2-TZVPD basis set.

Each line ends with the Löwdin spin population.
Cartesian coordinates (Å):
C  3.9090  4.0343  0.8305  0.0020
C  3.1738  2.6276  0.8645  0.0016
C  1.6009  2.7157  0.9842  0.0095
F  1.1880  2.2784  2.2624  0.0096
C  0.8983  1.8981  -0.1753  0.0538
C  -0.1653  2.7916  -0.9547  0.0034
O  0.0085  3.7243  -1.6162  0.0133
O  -1.4809  2.2848  -0.7530  0.0003
C  -1.5470  1.2826  0.2927  0.0020
C  -1.9430  2.1431  1.5495  0.0001
C  -3.2444  2.9988  1.3850  -0.0001
O  -3.3817  3.9134  2.1025  0.0000
Br  -4.6534  2.6846  0.0477  -0.0005
C  -2.5035  0.1455  -0.2069  0.0011
Cl  -3.0312  0.2488  -1.9200  0.0004
C  -2.9582  -0.9194  0.5042  0.0005
C  -3.9007  -2.0127  -0.2117  -0.0025
Cl  -2.4992  -1.1243  2.2486  0.0017
C  -0.0650  0.6970  0.1925  0.0483
O  0.3412  -0.2783  1.1418  0.4982
C  1.3829  -1.1249  0.6409  0.0859
C  0.7187  -2.4257  -0.0204  0.1110
C  0.9197  -3.6693  0.9493  0.0105
C  1.2812  -2.7827  -1.4554  0.0411
C  0.3988  -3.8726  -2.2102  0.0281
C  1.3323  -1.5302  -2.4463  0.0047
H  4.5923  4.0540  -0.0575  0.0002
H  4.4399  4.2180  1.7946  0.0004
H  3.1486  4.8392  0.6454  0.0003
H  3.5736  2.0272  1.7302  0.0002
H  3.4260  2.1002  -0.0996  0.0003
H  1.2993  3.7895  0.8554  0.0041
H  1.5752  1.5024  -0.9777  0.0001
H  -1.1007  2.8763  1.7052  0.0000
H  -2.0130  1.5685  2.5106  0.0000
H  -3.9775  -2.9050  0.5084  -0.0005
H  -3.4008  -2.3866  -1.1400  -0.0002
H  -4.9482  -1.5749  -0.4643  -0.0013
H  -0.1000  0.0956  -0.7692  0.0261
H  2.0627  -0.5550  -0.0417  0.0077
H  2.0372  -1.4950  1.4827  0.0156
H  -0.3876  -2.2505  -0.1309  -0.0019
H  0.3638  -4.5757  0.5801  0.0058
H  1.9959  -3.9464  1.0810  0.0003
H  0.4352  -3.3771  1.9243  0.0016
H  2.3247  -3.1740  -1.3066  0.0005
H  -0.4242  -3.3550  -2.7753  0.0001
H  -0.1111  -4.5829  -1.5058  0.0002
H  1.0321  -4.5171  -2.8808  0.0066
H  1.6463  -1.9377  -3.4455  0.0001
H  0.3023  -1.0814  -2.5623  0.0010
H  2.0997  -0.7769  -2.1261  0.0008
Er  -5.6718  -1.3083  1.4394  2.0080

Atoms 1-6, force components in eV/Å:
-0.665 -0.279 -0.356
0.192 0.061 -0.139
1.364 0.272 -0.422
-0.202 0.013 -1.148
-1.210 -0.147 -0.449
-0.344 -2.026 1.394

As for the total charge: +3. The calculation puts the HOMO energy (spin up / spin down) at -0.6819 / -0.6816 Eh. The value obtained for the HOMO-LUMO gap (spin up / spin down) is 6.83 / 4.96 eV. Its spin multiplicity is 4.

# 3
A molecular structure, C18H26BrFO8SV in a non-equilibrium geometry. Source: OMol25; level of theory: ωB97M-V with the def2-TZVPD basis set.

Each line ends with the Löwdin charge.
Cartesian coordinates (Å):
C  -2.3059  0.2262  4.4221  -0.1131
O  -2.5792  0.4204  3.0469  -0.2275
C  -2.9926  -0.7813  2.4100  -0.2350
C  -3.5569  -0.5179  0.9734  -0.1504
C  -2.7302  0.6601  0.3810  -0.2131
C  -3.0209  0.9243  -1.1417  -0.1743
C  -1.7073  1.2941  -1.9086  -0.2177
C  -1.3724  2.8115  -1.9547  -0.1988
C  -1.0264  3.4723  -0.5949  -0.1791
C  0.4809  3.2878  -0.1640  -0.1673
C  0.5875  2.3456  1.0805  -0.1773
C  1.7871  1.3621  1.0816  -0.1454
C  2.0476  0.6531  -0.2894  -0.1837
C  2.6792  -0.6996  -0.1869  -0.1311
C  3.9812  -0.8816  -0.5642  -0.4843
Br  5.1774  0.4457  -1.1918  0.9604
C  4.5455  -2.3274  -0.4669  -0.3325
O  5.6325  -2.5557  -0.1237  0.2156
C  3.5274  -3.4337  -0.9008  -0.2098
O  3.9160  -4.4856  -1.6261  0.1168
C  2.2460  -3.2687  -0.5098  -0.1037
S  0.9184  -4.3989  -0.8904  0.6687
O  1.2412  -5.1966  -2.0176  -0.2140
O  -0.2576  -3.6303  -1.1252  -0.2356
F  0.6946  -5.2876  0.3835  -0.0935
C  1.9160  -1.9728  0.3018  -0.3033
O  1.1540  -1.9606  1.1809  0.2167
H  -1.3634  -0.3381  4.5627  0.0900
H  -3.1665  -0.1958  4.9748  0.0934
H  -2.1341  1.2336  4.8495  0.0923
H  -2.1053  -1.4479  2.3308  0.1203
H  -3.7629  -1.2740  3.0384  0.1215
H  -4.6413  -0.3325  0.9822  0.1173
H  -3.3181  -1.4435  0.4134  0.1132
H  -1.6697  0.3611  0.4591  0.0924
H  -2.9754  1.5843  0.9227  0.1052
H  -3.4559  0.0225  -1.6067  0.1065
H  -3.7059  1.7897  -1.1968  0.1141
H  -0.8903  0.6932  -1.4618  0.0676
H  -1.8179  0.9255  -2.9512  0.1041
H  -0.5959  2.9648  -2.7296  0.1072
H  -2.2845  3.3186  -2.3344  0.1130
H  -1.1452  4.5649  -0.7469  0.1100
H  -1.7215  3.1810  0.2076  0.0974
H  0.9429  4.2553  0.1035  0.1110
H  1.0115  2.9290  -1.0659  0.0934
H  0.7319  3.0039  1.9613  0.1233
H  -0.3691  1.8278  1.2515  0.0869
H  2.6794  1.9231  1.4269  0.1257
H  1.5868  0.6191  1.8798  0.1161
H  2.5872  1.3518  -0.9442  0.0834
H  1.0467  0.5033  -0.7638  0.1024
H  3.6584  -4.3143  -2.5571  0.1254
O  2.5947  -2.8422  -4.1516  -0.3813
V  1.9619  -1.4070  -3.5340  1.3263
O  1.3380  0.0379  -2.9256  -0.3660

Atoms 1-6, force components in eV/Å:
0.302 0.960 0.250
-0.446 -0.194 0.062
-0.340 -0.279 -0.198
1.339 0.328 0.814
-1.028 -0.611 -1.165
0.897 0.285 0.608

As for the total charge: +1. The calculation puts the HOMO energy at -0.4297 Eh. The value obtained for the HOMO-LUMO gap is 2.06 eV.

What did we get for energy? Answer: -200620.0191 -152667.2861 -144732.6439 eV, in the order shown.